(w)
9
Properties=species:S:1:pos:R:3:nbo_charge:R:1 method="wB97M-V/def2-TZVPD" orbital_gap_ev=10.24 lumo_ev=0.24 e_homo_ev=-10.00 smiles=Cl[C@H]1C[C@]1(Cl)Br
C -0.01 0.60 -0.29 -0.1057
H -0.92 0.07 1.66 0.2655
H 0.77 -1.15 -1.03 0.2505
Cl -2.00 -1.24 0.13 0.0162
Cl -0.36 0.74 -1.98 0.0408
H 1.75 -0.62 0.48 0.2494
C 0.80 -0.58 -0.06 -0.4393
Br 0.67 2.39 0.43 -0.0069
C -0.71 -0.22 0.65 -0.2704

=====

(x)
9
Properties=species:S:1:pos:R:3:nbo_charge:R:1 method="wB97M-V/def2-TZVPD" orbital_gap_ev=7.99 lumo_ev=-1.17 e_homo_ev=-9.16
H -1.70 -1.46 -0.36 0.2092
C -1.04 -0.56 -0.20 -0.4000
Cl -0.45 1.74 0.72 -0.0739
H -2.29 0.52 1.22 0.2128
Br 2.65 -0.72 0.95 0.1543
C -1.48 0.34 0.65 -0.1994
Cl 2.30 1.10 -1.41 0.1126
C 2.03 -0.41 -0.76 -0.2561
H -0.03 -0.54 -0.80 0.2406

=====

Relative energies, unit kJ/mol: (w) 0.0; (x) 238.1

=====

(w)
13
Properties=species:S:1:pos:R:3:nbo_charge:R:1 method="wB97M-V/def2-TZVPD" total_charge=+1 orbital_gap_ev=11.60 lumo_ev=-3.14 e_homo_ev=-14.74
N -0.68 0.10 -0.20 -0.8613
C 0.78 0.75 0.74 -0.0052
H -0.08 -2.94 -1.92 0.5040
H 0.37 2.39 1.91 0.4212
N 0.35 1.38 1.92 -0.8243
H 1.34 1.36 -0.10 0.2471
H -1.36 -0.12 0.59 0.4244
H -0.11 -1.93 -2.94 0.4976
H 0.03 0.86 2.75 0.4280
H -0.53 -0.60 -1.06 0.4854
O -0.37 -2.02 -1.99 -0.9549
H -1.04 1.05 -0.47 0.4114
H 1.28 -0.30 0.77 0.2266

=====

(x)
13
Properties=species:S:1:pos:R:3:nbo_charge:R:1 method="wB97M-V/def2-TZVPD" total_charge=+1 orbital_gap_ev=12.31 lumo_ev=-3.28 e_homo_ev=-15.58
H 0.22 0.62 0.70 0.4775
H 0.56 0.91 -0.87 0.4452
H -2.07 -0.30 -0.24 0.1927
H -0.85 1.54 -0.17 0.4327
N -0.26 0.72 -0.29 -0.7218
H -0.59 -1.35 -0.44 0.1953
C -1.09 -0.42 -0.72 0.1122
O -1.29 -0.25 -2.07 -0.7422
H -2.06 -0.45 -2.59 0.5344
N 1.63 -0.12 1.45 -1.1127
H 1.36 0.05 2.42 0.3930
H 2.59 0.15 1.26 0.4000
H 1.84 -1.12 1.58 0.3938

=====

Relative energies, unit kJ/mol: (w) 31.8; (x) 0.0

=====

(w)
10
Properties=species:S:1:pos:R:3:nbo_charge:R:1 method="wB97M-V/def2-TZVPD" orbital_gap_ev=8.29 lumo_ev=-0.67 e_homo_ev=-8.96
H -1.62 0.12 0.68 0.2254
S 1.37 2.00 0.97 0.0531
H -0.96 1.29 -0.89 0.2081
C 0.62 0.62 0.48 -0.2510
S 1.22 -1.03 1.01 0.0397
N -0.66 -0.89 -0.92 -0.8986
H -1.57 -1.24 -1.64 0.4317
H 0.61 -1.04 -1.34 0.3710
C -0.69 0.36 -0.23 -0.3182
H 1.70 -0.20 1.87 0.1389

=====

(x)
10
Properties=species:S:1:pos:R:3:nbo_charge:R:1 method="wB97M-V/def2-TZVPD" orbital_gap_ev="7.78 / 7.78" lumo_ev="-0.82 / -0.82" e_homo_ev="-8.60 / -8.60"
C -0.66 0.50 -1.37 0.3321
N 0.51 0.47 -0.94 -0.3881
S -2.05 -0.98 0.40 -0.5123
C 1.16 -0.14 0.12 -0.3242
S 1.56 1.20 1.39 -0.0592
H -3.06 -0.96 -0.41 0.1088
H 2.03 -0.60 -0.17 0.2234
H -1.16 0.73 -2.29 0.2266
H 0.53 -0.84 0.73 0.2455
H 1.14 0.62 2.55 0.1473

=====

Relative energies, unit kJ/mol: (w) 62.2; (x) 0.0

=====

(w)
9
Properties=species:S:1:pos:R:3:nbo_charge:R:1 method="wB97M-V/def2-TZVPD" orbital_gap_ev=11.03 lumo_ev=0.55 e_homo_ev=-10.48
H 2.08 1.28 0.80 0.2429
C 1.61 0.29 -1.63 0.3577
C -0.61 -0.75 -1.28 0.1454
H -2.59 -1.02 -0.31 0.2366
H -0.82 0.18 1.89 0.2260
C 0.13 0.45 1.55 -0.2419
N 0.58 -0.25 -1.51 -0.5526
C 1.20 0.77 1.09 -0.2426
C -1.59 -0.94 -0.60 -0.1716

=====

(x)
9
Properties=species:S:1:pos:R:3:nbo_charge:R:1 method="wB97M-V/def2-TZVPD" orbital_gap_ev=9.67 lumo_ev=0.90 e_homo_ev=-8.77
C -0.30 0.02 0.61 -0.0216
H -1.37 1.57 -0.78 0.2597
C 0.64 1.29 0.04 0.0366
H -0.71 -0.20 1.59 0.2898
N 1.21 0.14 0.47 -0.3499
H 1.01 -2.02 0.05 0.2608
C 0.57 -1.03 -0.21 -0.1111
C -0.51 -0.61 -1.05 -0.0778
C -0.55 0.84 -0.72 -0.2863

=====

Relative energies, unit kJ/mol: (w) 0.0; (x) 195.5

=====

(w)
12
Properties=species:S:1:pos:R:3:nbo_charge:R:1 method="wB97M-V/def2-TZVPD" total_charge=+1 orbital_gap_ev=11.58 lumo_ev=-5.04 e_homo_ev=-16.62
N 0.20 0.11 -0.18 -0.5991
H 1.22 -2.89 -0.49 0.4963
H 1.16 0.45 0.04 0.4237
H -1.42 2.58 1.20 0.2724
H 0.32 2.73 0.47 0.2800
C -0.47 2.05 1.09 -0.7217
O 0.67 -2.35 -1.08 -0.9459
H 0.08 1.85 2.04 0.2748
C -0.76 0.69 0.44 0.3003
H 0.98 -2.71 -1.84 0.4888
H -1.83 0.37 0.00 0.2598
H 0.09 -0.77 -0.70 0.4706

=====

(x)
12
Properties=species:S:1:pos:R:3:nbo_charge:R:1 method="wB97M-V/def2-TZVPD" total_charge=+1 orbital_gap_ev=11.86 lumo_ev=-4.72 e_homo_ev=-16.58
H 0.04 1.90 0.63 0.2467
O 1.25 -0.12 -1.84 -0.9733
H 0.94 0.34 -2.63 0.5065
H -1.33 1.30 1.53 0.2300
N -0.26 -0.15 0.48 -0.3833
H -1.44 1.39 -0.26 0.2468
H 2.22 -0.09 -1.88 0.5074
H 0.39 -0.29 -0.32 0.4713
H -1.19 -0.91 2.09 0.2205
C -0.80 1.22 0.59 -0.4273
H -0.14 -2.10 1.04 0.2356
C -0.54 -1.11 1.25 0.1192

=====

(y)
12
Properties=species:S:1:pos:R:3:nbo_charge:R:1 method="wB97M-V/def2-TZVPD" total_charge=+1 orbital_gap_ev=9.51 lumo_ev=-5.57 e_homo_ev=-15.08
H -0.24 0.87 -0.27 0.4754
H 1.48 -1.91 -0.06 0.1837
C 0.80 -1.64 -0.92 -0.2635
C -1.04 1.14 1.59 0.1433
H -0.54 0.24 1.95 0.2343
H -0.25 -1.92 -0.64 0.1887
H 1.13 -2.20 -1.83 0.2056
O 0.77 -0.25 -1.17 -0.7562
N -0.84 1.48 0.34 -0.5822
H -1.21 2.38 0.06 0.4373
H 1.68 0.08 -1.22 0.4959
H -1.75 1.73 2.17 0.2377

=====

Relative energies, unit kJ/mol: (w) 64.1; (x) 0.0; (y) 78.9

=====

(w)
21
Properties=species:S:1:pos:R:3:nbo_charge:R:1 method="wB97M-V/def2-TZVPD" orbital_gap_ev=10.52 lumo_ev=0.93 e_homo_ev=-9.59 smiles="C[P@H](=O)[C@@H]1CC1(C)C"
H -1.31 1.81 1.00 0.2298
H 2.66 2.01 0.44 0.2317
H -1.55 -2.40 -0.21 0.2277
H -0.85 0.36 2.03 0.1966
H -3.19 -0.12 -0.30 0.2148
C -1.23 -0.29 -0.05 -0.0530
H -0.07 1.54 -0.59 0.2308
O 1.91 -1.16 -1.21 -1.0877
P 1.81 -0.27 -0.04 1.6719
C 3.02 1.19 -0.13 -0.9542
C 0.04 0.59 -0.03 -0.5371
H -1.28 -1.80 1.50 0.2115
H -2.31 0.86 -1.70 0.2255
C -0.98 -1.68 0.45 -0.6058
H 4.00 0.82 0.17 0.2396
H 3.06 1.51 -1.17 0.2488
C -1.06 0.73 0.96 -0.4212
H 2.03 -0.87 1.21 -0.0943
C -2.38 -0.03 -1.01 -0.6055
H -2.42 -0.87 -1.70 0.2095
H 0.10 -1.94 0.38 0.2206

=====

(x)
21
Properties=species:S:1:pos:R:3:nbo_charge:R:1 method="wB97M-V/def2-TZVPD" orbital_gap_ev="7.99 / 8.04" lumo_ev="-0.06 / -0.97" e_homo_ev="-8.05 / -9.02"
C 2.52 1.40 -0.17 -0.5690
H -1.42 1.87 -1.77 0.2125
C -1.37 0.87 -1.71 -0.6058
H 1.57 -1.14 0.98 0.2056
H 2.40 2.46 0.14 0.1923
O -1.10 2.07 2.09 -0.9966
H -0.62 -1.46 -0.63 0.2099
H 2.85 0.66 0.56 0.1684
H 0.73 -2.55 1.75 0.2178
P -0.47 1.14 1.13 1.5099
C -1.64 0.50 -0.26 -0.5030
H -0.34 0.47 -2.01 0.1987
H -1.97 0.24 -2.44 0.2123
C -1.21 -0.95 0.20 -0.4322
C 0.75 -1.49 1.73 -0.6143
H -2.78 0.75 -0.12 0.2369
H 2.74 1.09 -1.25 0.1835
H 1.26 -1.27 2.60 0.2186
H -2.02 -1.60 0.23 0.2245
C -0.53 -0.74 1.53 -0.5038
H -1.26 -0.75 2.27 0.2338

=====

(y)
21
Properties=species:S:1:pos:R:3:nbo_charge:R:1 method="wB97M-V/def2-TZVPD" orbital_gap_ev=10.45 lumo_ev=0.85 e_homo_ev=-9.59 smiles="C[P@H](=O)[C@@H]1CC1(C)C"
H -3.11 2.18 -0.14 0.2339
O -2.71 -1.02 -1.13 -1.0433
H 1.95 -0.07 2.27 0.2187
H 1.67 -2.44 -0.86 0.2202
H 1.28 -1.67 2.24 0.2176
C 1.78 -0.88 1.58 -0.6148
P -1.87 0.11 -0.60 1.6577
H 0.15 -2.67 -0.04 0.2206
H 0.29 -1.60 -1.53 0.2126
H -1.60 1.09 -1.45 -0.1230
H -0.36 0.53 1.62 0.2569
H 1.80 1.34 0.10 0.2185
H -2.46 1.41 1.39 0.2199
C -3.00 1.21 0.41 -0.9622
C 0.78 -1.89 -0.53 -0.6073
C -0.23 0.25 0.53 -0.5117
C 0.95 -0.69 0.37 -0.0851
H 1.00 0.57 -1.41 0.2278
H -3.90 0.78 0.65 0.2378
C 0.98 0.65 -0.35 -0.4154
H 2.85 -1.05 1.27 0.2205

=====

Relative energies, unit kJ/mol: (w) 0.0; (x) 238.8; (y) 32.0